[1]
{"formula": "C4H8O5", "method": "ωB97M-V/def2-TZVPD", "lumo_energy_ev": [-1.804, 0.213], "homo_energy_ev": [-10.05, -9.52], "e_above_lowest_kj_mol": 922.3, "total_energy_ha": -533.0944, "multiplicity": 1, "largest_force_ev_per_a": 1.9, "elements": ["O", "O", "O", "O", "O", "C", "C", "C", "C", "H", "H", "H", "H", "H", "H", "H", "H"], "positions_angstrom": [[0.523, 0.844, 1.437], [-0.055, 1.450, 3.981], [-0.432, 0.048, 0.926], [-1.032, -2.607, -0.196], [0.497, 2.630, 4.103], [-0.010, -0.426, -0.349], [-1.027, -1.409, -0.934], [1.442, 0.883, -1.842], [0.282, 0.731, -1.241], [1.661, 1.744, -2.442], [-1.789, -3.185, -0.435], [-2.025, -0.955, -0.908], [-0.785, -1.643, -1.978], [-0.477, 1.492, -1.310], [0.094, 1.222, 3.036], [2.213, 0.148, -1.727], [0.922, -0.966, -0.118]], "atomic_forces_ev_per_a": [[-1.190, -1.122, -0.769], [-0.182, -0.196, 0.204], [0.368, 1.273, 1.426], [-0.315, -0.798, 0.429], [0.180, 0.455, 0.154], [1.093, -1.156, -0.905], [-0.666, 0.074, 0.111], [-0.003, 0.047, -0.071], [-0.083, 0.081, 0.112], [0.022, 0.211, -0.242], [0.742, 0.813, 0.105], [0.051, 0.181, -0.099], [0.225, 0.482, 0.086], [-0.311, 0.150, -0.084], [-0.090, -0.210, -0.091], [0.380, -0.263, 0.018], [-0.223, -0.023, -0.384]]}

***

[2]
{"formula": "C5H10O2", "method": "ωB97M-V/def2-TZVPD", "lumo_energy_ev": 0.973, "homo_energy_ev": -7.78, "e_above_lowest_kj_mol": 396.2, "total_energy_ha": -346.8745, "multiplicity": 1, "largest_force_ev_per_a": 0.5, "elements": ["O", "O", "C", "C", "C", "C", "C", "H", "H", "H", "H", "H", "H", "H", "H", "H", "H"], "positions_angstrom": [[-2.032, 0.885, -0.991], [0.446, -0.181, -1.818], [2.304, 0.124, -0.097], [-0.036, -0.716, 0.449], [0.811, 0.277, -0.158], [-1.365, -0.298, 1.029], [-2.271, 0.510, 0.140], [-1.292, 0.293, 1.963], [-0.019, -0.942, -1.085], [0.469, 1.312, -0.191], [-0.352, 0.358, -2.001], [2.809, 0.694, -0.882], [2.586, -0.929, -0.186], [2.650, 0.488, 0.878], [-1.954, -1.179, 1.328], [-3.241, 0.789, 0.604], [0.487, -1.485, 1.016]], "atomic_forces_ev_per_a": [[-0.095, -0.173, 0.507], [-0.234, -0.026, -0.051], [0.038, -0.029, -0.014], [0.153, 0.079, 0.232], [0.009, -0.029, 0.137], [-0.059, 0.010, -0.053], [0.021, 0.107, -0.262], [-0.025, -0.029, -0.103], [0.094, 0.161, -0.241], [0.033, -0.127, 0.008], [0.178, -0.113, 0.007], [-0.097, -0.086, 0.123], [-0.050, 0.142, 0.005], [-0.049, -0.047, -0.127], [0.043, 0.117, -0.050], [0.095, -0.042, -0.063], [-0.056, 0.087, -0.056]]}

***

[3]
{"formula": "C10H18O2", "method": "ωB97M-V/def2-TZVPD", "lumo_energy_ev": 0.911, "homo_energy_ev": -8.91, "smiles": "CC(C)[C@]12CC[C@](C)(CC1)OO2", "e_above_lowest_kj_mol": 411.8, "total_energy_ha": -542.1629, "multiplicity": 1, "largest_force_ev_per_a": 3.9, "elements": ["O", "O", "C", "C", "C", "C", "C", "C", "C", "C", "C", "C", "H", "H", "H", "H", "H", "H", "H", "H", "H", "H", "H", "H", "H", "H", "H", "H", "H", "H"], "positions_angstrom": [[0.900, -0.254, -0.783], [2.249, -0.769, -0.325], [0.970, 1.920, 0.318], [-1.249, 1.043, -0.570], [1.331, -0.603, 1.913], [-0.052, -0.156, 1.385], [3.971, -0.450, 1.336], [2.355, 1.427, 0.841], [-2.005, -0.301, -0.945], [0.127, 0.624, 0.036], [-2.163, 2.104, 0.123], [2.453, -0.136, 0.960], [-1.017, 1.434, -1.481], [1.551, -0.356, 2.906], [-2.525, 1.617, 1.026], [-3.105, 2.232, -0.460], [4.501, 0.463, 1.063], [0.532, 2.600, 1.036], [-0.713, -1.048, 1.217], [4.032, -0.521, 2.467], [4.403, -1.379, 1.023], [-1.743, 3.104, 0.329], [1.293, -1.659, 1.806], [-2.856, -0.084, -1.510], [1.215, 2.422, -0.551], [-0.586, 0.453, 2.179], [2.488, 1.949, 1.804], [-1.304, -0.865, -1.480], [3.091, 1.897, 0.259], [-2.269, -0.831, -0.045]], "atomic_forces_ev_per_a": [[-0.371, -0.573, -2.212], [-1.669, 1.931, 1.135], [0.557, -2.737, 1.433], [-0.660, -2.422, 0.521], [0.088, -0.399, -2.376], [-0.971, 0.776, 0.635], [-1.855, 0.912, 2.204], [-1.567, 0.016, 1.239], [0.917, 2.078, 1.947], [0.441, 1.543, 3.519], [-0.127, -1.166, 0.174], [1.305, 0.873, 0.164], [0.880, 1.294, -2.825], [0.165, 0.572, 1.444], [0.054, 0.421, 0.556], [0.861, -0.051, -0.038], [0.491, -0.609, -0.224], [-0.446, -0.010, 0.054], [0.786, 0.801, 0.067], [-0.166, 0.264, -1.096], [0.007, -0.325, -0.839], [0.050, -0.658, -0.097], [0.422, -1.176, 0.344], [-1.372, 0.194, -0.929], [-0.253, 1.116, -2.111], [0.523, -0.375, -1.030], [0.169, -0.896, 0.198], [0.776, -1.065, -0.937], [1.314, -0.063, -1.167], [-0.347, -0.266, 0.247]]}

***

[4]
{"formula": "CH2N2O2S2", "method": "ωB97M-V/def2-TZVPD", "lumo_energy_ev": -0.489, "homo_energy_ev": -10.50, "smiles": "N#CO[S@@](N)(=O)=S", "e_above_lowest_kj_mol": 187.9, "total_energy_ha": -1095.5782, "multiplicity": 1, "largest_force_ev_per_a": 4.2, "elements": ["S", "S", "O", "O", "N", "N", "C", "H", "H"], "positions_angstrom": [[1.630, 0.059, 0.581], [2.841, -0.324, -0.863], [1.708, 1.296, 1.338], [1.897, -1.376, 1.597], [0.033, -0.252, 0.315], [1.004, -3.500, 0.960], [1.525, -2.533, 1.251], [-0.333, -0.445, 1.268], [-0.232, -0.796, -0.433]], "atomic_forces_ev_per_a": [[0.406, 0.062, -1.703], [-1.142, 0.603, 0.712], [0.026, -2.506, -0.226], [1.156, 2.008, 1.707], [1.400, 2.180, 3.337], [-0.650, -2.188, -0.642], [-0.269, 1.578, -0.112], [-0.439, 0.018, -1.283], [-0.487, -1.756, -1.790]]}

***

[5]
{"formula": "C19H21NO3", "method": "ωB97M-V/def2-TZVPD", "lumo_energy_ev": 0.643, "homo_energy_ev": -8.44, "smiles": "Cc1ccc(C(C)C)c(OCCn2c(=O)oc3ccccc32)c1", "e_above_lowest_kj_mol": 41.5, "total_energy_ha": -1017.1232, "multiplicity": 1, "largest_force_ev_per_a": 0.9, "elements": ["O", "O", "O", "N", "C", "C", "C", "C", "C", "C", "C", "C", "C", "C", "C", "C", "C", "C", "C", "C", "C", "C", "C", "H", "H", "H", "H", "H", "H", "H", "H", "H", "H", "H", "H", "H", "H", "H", "H", "H", "H", "H", "H", "H"], "positions_angstrom": [[-1.249, 0.608, -0.026], [2.632, 1.466, 2.592], [4.264, 0.362, 1.465], [2.358, 0.793, 0.405], [-3.649, 1.824, -0.730], [-3.583, 0.386, -0.270], [3.162, 0.111, -0.486], [-4.186, 1.913, -2.160], [-4.504, 2.659, 0.224], [1.011, 1.245, 0.198], [-3.375, -3.706, 1.058], [4.046, -0.966, -2.392], [2.988, -0.297, -1.795], [-2.357, -0.196, 0.082], [3.037, 0.932, 1.599], [-2.308, -1.516, 0.504], [-3.464, -2.285, 0.590], [0.002, 0.100, 0.358], [-4.674, -1.710, 0.243], [4.357, -0.144, 0.198], [5.228, -1.217, -1.709], [-4.724, -0.393, -0.181], [5.408, -0.809, -0.394], [-4.115, 2.592, 1.237], [-3.576, 1.314, -2.832], [-5.210, 1.552, -2.214], [6.028, -1.740, -2.210], [-4.349, -4.188, 1.020], [0.802, 2.021, 0.938], [2.072, -0.103, -2.329], [-0.009, -0.235, 1.404], [-2.632, 2.224, -0.719], [-5.583, -2.290, 0.303], [0.296, -0.745, -0.283], [-4.495, 3.703, -0.081], [0.918, 1.668, -0.806], [3.946, -1.299, -3.414], [-3.009, -3.745, 2.084], [-4.169, 2.945, -2.503], [-1.369, -1.973, 0.776], [6.322, -0.998, 0.144], [-5.534, 2.312, 0.229], [-2.682, -4.271, 0.436], [-5.678, 0.036, -0.446]], "atomic_forces_ev_per_a": [[-0.190, 0.043, -0.012], [0.151, -0.031, 0.173], [0.410, -0.092, 0.192], [0.251, -0.116, 0.158], [-0.105, 0.084, -0.042], [0.275, 0.128, -0.001], [0.619, -0.281, -0.087], [0.218, 0.033, 0.156], [0.250, -0.040, -0.089], [-0.531, -0.039, 0.076], [0.033, 0.025, 0.012], [0.154, -0.095, -0.083], [-0.105, 0.151, 0.274], [-0.205, -0.036, -0.030], [-0.808, 0.422, 0.124], [0.215, 0.093, 0.004], [-0.112, 0.076, -0.051], [0.355, -0.085, 0.034], [0.036, -0.134, 0.046], [-0.348, -0.181, -0.843], [-0.036, -0.044, -0.165], [0.186, 0.060, 0.008], [-0.210, 0.237, 0.398], [-0.018, 0.031, 0.127], [0.015, -0.046, -0.118], [-0.138, -0.044, -0.035], [0.073, -0.049, -0.045], [-0.039, -0.075, 0.014], [0.039, -0.043, -0.149], [-0.126, 0.019, -0.069], [0.009, -0.001, -0.118], [-0.149, -0.021, -0.016], [-0.084, -0.078, 0.012], [-0.047, 0.062, 0.115], [-0.049, 0.129, -0.007], [0.027, 0.021, 0.078], [-0.002, -0.032, -0.088], [0.007, -0.077, 0.065], [-0.039, 0.105, -0.077], [0.132, -0.019, 0.023], [0.125, -0.027, 0.072], [-0.144, -0.028, 0.018], [0.019, -0.094, -0.008], [-0.119, 0.089, -0.044]]}